(1)
57
Properties=species:S:1:pos:R:3 method="wB97M-V/def2-TZVPD" s_squared=8.7702 gap_ev="9.693 / 3.752" multiplicity=6 charge=+3 energy_ha=-2553.7352
H 1.115 2.333 3.621
H 1.008 -0.818 5.334
H 0.724 -1.159 -7.100
H -2.036 -1.144 2.498
C -1.259 0.183 4.620
H 0.253 2.974 -3.155
H 0.428 -3.183 -2.915
H 1.559 -0.772 1.738
H -0.688 2.194 2.001
H -2.347 0.131 4.491
H 2.045 2.436 -0.515
N -0.403 0.066 1.858
C 1.085 0.136 2.128
C 0.814 -0.944 4.260
C -0.950 -1.138 2.637
P -0.041 -2.132 -0.766
Cl -0.912 -0.200 -4.865
H -0.490 -2.057 2.243
C 1.102 2.911 -0.220
C -1.760 3.045 -0.852
C 0.129 1.973 -2.730
H 1.366 -2.739 1.138
C 0.361 -2.164 -2.519
H 0.596 0.609 -7.191
N 1.377 0.234 3.566
H -2.603 2.541 -1.338
H 0.915 1.458 5.199
O 1.721 -0.133 -4.371
C 1.108 -0.220 -6.699
H 1.020 2.916 0.873
C 0.870 -0.173 -5.235
N -0.648 -1.050 4.073
N -0.755 1.395 3.932
P -0.271 1.984 -0.978
H 1.297 -1.634 -2.713
H -2.285 -2.951 -1.176
H 1.036 1.386 -2.910
C 1.421 -2.858 0.049
H 1.105 3.949 -0.574
C 0.715 1.437 4.116
H -1.590 4.015 -1.337
C -1.423 -3.328 -0.615
Ir -0.694 -0.068 -0.179
H -1.135 -4.311 -1.011
H -0.708 1.482 -3.235
H -0.451 -1.636 -3.027
H 2.313 -2.347 -0.329
H 1.505 -3.926 -0.181
H -2.008 3.213 0.201
H -1.708 -3.438 0.438
Cl -2.618 -0.218 -1.447
C -1.057 1.288 2.495
H 1.295 -1.855 3.874
H 2.183 -0.153 -6.876
H -0.980 0.258 5.683
H 1.493 1.016 1.625
H -2.140 1.180 2.371



(2)
10
Properties=species:S:1:pos:R:3 method="wB97M-V/def2-TZVPD" gap_ev=10.311 multiplicity=1 energy_ha=-1103.6432
C 0.218 0.516 0.008
S -2.627 0.189 -0.024
F 0.017 1.226 -1.099
C 1.511 -0.305 -0.041
F 2.175 -0.021 -1.164
O -3.721 -0.733 0.121
F 2.294 0.023 0.989
N -1.338 -0.608 0.164
F 1.322 -1.611 -0.005
F 0.148 1.325 1.052



(3)
132
Properties=species:S:1:pos:R:3 method="wB97M-V/def2-TZVPD" s_squared=0.7534 gap_ev="5.563 / 5.002" multiplicity=2 charge=-1 energy_ha=-5929.8118
H -6.219 -1.069 3.560
H -4.593 0.415 0.617
C -0.169 1.897 3.027
H -4.044 -6.472 1.623
H 4.245 -0.277 -4.295
C 2.791 2.412 -0.392
H 0.509 -2.717 3.349
H 4.751 -2.725 3.942
C 1.119 1.671 6.544
H 1.569 0.941 7.206
C -1.740 1.982 -2.160
H 4.209 -3.712 -2.371
C 1.515 -5.768 -0.026
C -3.640 2.372 -1.009
H 2.566 -4.222 -4.232
H 4.858 -0.387 3.119
H 4.213 -0.910 -6.695
H 2.226 2.501 -5.972
C 1.421 -4.401 -0.628
H -4.971 2.655 0.623
C 2.400 3.753 -0.509
C -0.988 4.179 2.720
H 2.274 -5.801 -3.503
C -3.844 -2.109 1.265
C 1.575 2.743 -5.129
N 0.608 -2.288 -1.057
H 4.380 1.009 -0.305
H -0.705 3.096 -3.621
H 2.208 4.823 -5.011
H 3.937 1.138 -5.281
H 0.598 3.004 -5.546
C -0.773 2.863 2.258
H -4.781 -5.188 0.653
H -0.765 5.541 4.349
C -5.206 -1.203 3.174
C -4.907 2.924 -0.434
H -3.592 4.908 -2.083
N 0.552 0.119 -2.667
H -1.079 -0.721 4.553
C -1.800 -2.817 0.650
H 3.119 5.764 -0.734
S 0.741 4.226 -0.476
H 3.823 -5.257 -1.637
C 2.621 -2.859 3.693
C 1.711 -2.513 -1.822
C 3.508 0.189 -4.952
C -0.025 3.572 4.842
C 0.871 2.977 7.013
C 0.359 1.303 -3.308
C -3.847 -5.537 1.096
C 2.245 -3.832 -1.548
H -6.182 1.321 -1.152
H -2.003 4.696 -2.799
C 4.736 4.359 -0.671
C 3.014 -5.008 -3.623
N -1.905 0.895 -1.358
C 1.693 -0.423 -3.170
C -3.011 -3.177 1.363
H -5.847 -1.418 1.120
C 3.276 -0.713 -6.170
C 0.798 1.324 5.260
H -1.086 2.615 1.249
C 3.415 -4.451 -2.250
H -3.981 -4.320 2.869
C 1.757 1.369 -0.252
C -0.708 -3.655 0.474
H 3.876 -5.415 -4.157
C 1.464 -2.200 3.295
C -5.220 -1.954 1.837
C 2.231 -1.639 -2.771
C 2.253 0.452 -4.180
C -3.277 -4.479 2.049
C 3.405 4.722 -0.649
C -2.980 4.223 -2.674
H 0.520 -6.222 0.005
C -3.633 4.008 -4.047
C 1.497 -0.882 2.838
H -4.742 -0.224 3.056
H 2.581 -0.245 -6.869
H -7.067 2.784 -0.688
H -3.148 -5.736 0.282
C 0.315 3.902 6.177
C 2.151 3.942 -4.368
C 2.102 -5.741 1.389
H -6.156 2.731 -2.204
H 1.465 -5.161 2.056
C 0.211 2.251 4.361
C -0.699 2.168 -3.063
H -1.806 -1.735 3.288
H -0.745 -4.613 0.980
C 3.847 -2.213 3.629
N -1.905 -1.563 0.140
H 2.571 -3.878 4.063
H -2.357 -4.859 2.499
H 0.113 4.908 6.530
H -4.878 4.015 -0.481
C 5.116 3.023 -0.545
H 1.536 4.182 -3.499
H -1.439 4.910 2.058
O 2.046 0.151 -0.191
H -3.770 4.953 -4.577
C 3.905 -0.903 3.171
H 2.846 -1.668 -5.863
Ge -0.179 0.043 2.203
C 2.744 -0.252 2.786
H 3.154 3.716 -4.002
C 1.430 1.533 -4.258
H 6.164 2.755 -0.557
C -2.816 2.930 -1.939
C 4.137 2.060 -0.404
H 0.995 0.321 4.912
H -5.668 -2.940 1.975
O 0.534 1.725 -0.227
H 2.131 -6.405 -0.664
C -3.137 -1.108 0.487
H -4.607 3.533 -3.924
H 2.796 0.780 2.451
C 0.393 -3.422 -0.339
C -3.057 1.090 -0.662
Sc -0.150 -0.248 -0.604
H -4.624 -1.752 3.916
C -1.497 -0.719 3.544
H 5.495 5.124 -0.778
H -2.387 -0.085 3.541
H 3.084 -5.265 1.385
C -0.616 4.529 3.985
H 1.114 3.238 8.037
H 2.202 -6.751 1.793
C -6.156 2.412 -1.161
C -3.636 0.152 0.183
H -3.018 3.348 -4.660
H 3.145 -1.950 -3.262



(4)
20
Properties=species:S:1:pos:R:3 method="wB97M-V/def2-TZVPD" s_squared=0.7566 gap_ev="10.947 / 7.222" multiplicity=2 charge=+1 energy_ha=-327.9757
H 1.906 -1.402 -1.180
N -1.176 0.981 0.982
H 1.807 -2.389 0.310
H -1.971 1.599 1.087
H 3.275 -1.415 -0.102
C 2.169 -1.419 -0.139
C -1.545 1.332 -1.382
H -2.588 0.978 -1.317
H -2.395 -2.004 0.882
H 1.210 -0.244 1.529
H 0.935 0.497 -1.549
H 2.471 0.496 0.696
C -0.556 1.074 -0.277
H -1.087 -1.094 1.226
C 1.595 -0.153 0.506
H -1.147 1.053 -2.390
O -1.504 -1.962 1.243
H -0.555 1.097 1.787
C 0.672 0.515 -0.489
H -1.518 2.461 -1.421



Question: Which value of multiplicity does entry 3 give?
Answer: 2



Question: Which value of multiplicity does entry 2 give?
Answer: 1